Here is the molecule C4H7NO3 from the Open Molecules 2025 dataset. Energies are from ωB97M-V/def2-TZVPD.

Positions of all 15 atoms, in Å:
C 1.304 -1.068 -1.261
O 0.882 -1.064 0.105
C -0.534 -0.952 0.281
O -1.292 -1.895 0.191
C -0.808 0.456 0.490
N -2.049 1.023 0.170
C 0.344 1.232 0.578
O 1.311 1.143 1.507
H 2.182 -0.426 -1.346
H 1.573 -2.096 -1.515
H 0.549 -0.748 -1.988
H -2.423 1.614 0.904
H -2.731 0.323 -0.117
H 0.397 2.221 0.127
H 1.295 0.238 1.873

**SMILES string**: COC(=O)/C(N)=C\O
**Orbital gap (alpha / beta)**: 8.35 / 8.35 eV
**HOMO level (alpha / beta)**: -8.19 / -8.19 eV
**E_LUMO (alpha / beta)**: 0.006 / 0.006 Ha
**Relative energy (zero: lowest compared OMol25 entry of this formula, charge and spin)**: 74.4 kcal per mole

Here are the Löwdin charges for atoms 1 to 8, given in e: -0.0631 -0.1499 -0.4276 0.1243 -0.2575 0.0933 -0.0951 0.0495

Here is C14H23AgFN3O5Si as an isolated structure from the Open Molecules 2025 dataset. Energies are from ωB97M-V/def2-TZVPD.

Positions of all 48 atoms, in Å:
Ag -1.552 0.035 1.179
N -2.517 2.749 2.641
N -1.895 2.432 3.873
C -1.441 1.108 4.170
O -0.730 1.014 5.182
O -1.873 0.179 3.420
H -1.931 2.459 1.859
H -3.337 2.159 2.572
H -1.226 3.132 4.141
C 0.238 2.363 -1.062
Si 1.338 1.391 0.096
C 1.363 2.343 1.718
C 3.087 1.638 -0.610
N 0.760 -0.181 0.355
C 1.408 -1.369 0.435
C 2.769 -1.609 0.088
C 3.376 -2.856 0.159
C 2.676 -3.974 0.592
C 1.343 -3.793 0.962
C 0.762 -2.551 0.886
F -0.533 -2.463 1.282
H 0.499 3.428 -1.021
H -0.819 2.259 -0.791
H 0.342 2.033 -2.099
H 1.829 3.328 1.592
H 1.908 1.791 2.491
H 0.346 2.498 2.092
H 3.235 2.708 -0.799
H 3.225 1.106 -1.559
H 3.868 1.306 0.083
H 3.353 -0.768 -0.256
H 4.418 -2.950 -0.133
H 3.143 -4.949 0.649
H 0.736 -4.617 1.319
C -0.904 -0.493 -3.298
C -1.970 -0.895 -2.283
C -2.942 -1.894 -2.889
O -1.352 -1.566 -1.191
C -2.771 0.376 -1.863
O -3.364 0.954 -2.792
O -2.746 0.724 -0.649
H -0.462 -1.389 -3.745
H -0.110 0.066 -2.799
H -1.341 0.133 -4.076
H -2.399 -2.776 -3.242
H -3.475 -1.425 -3.714
H -3.668 -2.210 -2.134
H -0.664 -0.981 -0.828

**Orbital gap**: 6.76 eV
**HOMO level**: -1.68 eV
**E_LUMO**: 0.187 Ha
**Net charge**: -2

Here are the Löwdin charges for atoms 1 to 8, given in e: 0.7711 -0.0196 -0.0723 -0.7901 -0.0664 -0.1534 0.0171 0.0588

Here is the molecule C4H10N2 from the Open Molecules 2025 dataset. Energies are from ωB97M-V/def2-TZVPD.

Positions of all 16 atoms, in Å:
C -1.863 -0.748 -0.046
N -1.291 0.386 -0.157
N -0.058 0.608 0.359
C 0.592 1.758 -0.232
C 0.830 -0.504 0.692
C 1.301 -1.328 -0.504
H -1.408 -1.621 0.424
H -2.870 -0.841 -0.425
H 1.030 1.559 -1.215
H 1.376 2.122 0.441
H -0.164 2.547 -0.338
H 0.359 -1.118 1.466
H 1.696 -0.046 1.189
H 0.455 -1.735 -1.059
H 1.914 -2.168 -0.162
H 1.895 -0.727 -1.192

**SMILES string**: C=NN(C)CC
**Orbital gap**: 9.43 eV
**HOMO level**: -8.29 eV
**E_LUMO**: 0.042 Ha
**Relative energy (zero: lowest compared OMol25 entry of this formula, charge and spin)**: 41.6 kcal per mole

Here are the Löwdin charges for atoms 1 to 8, given in e: -0.0703 -0.0188 -0.2598 -0.0842 -0.2468 -0.0878 0.0573 0.0531

Here is C27H43ErN8O2 as an isolated structure from the Open Molecules 2025 dataset. Energies are from ωB97M-V/def2-TZVPD.

Positions of all 81 atoms, in Å:
Er 8.980 10.484 12.090
C 9.745 11.044 9.618
C 9.526 12.244 10.351
C 8.108 12.359 10.546
C 7.518 11.250 9.927
C 8.528 10.428 9.296
C 8.296 9.372 8.234
C 8.040 10.094 6.923
C 7.064 8.529 8.386
C 9.535 8.486 8.154
C 7.144 13.565 10.920
C 7.461 14.786 9.977
C 5.707 13.240 10.737
C 7.242 13.870 12.395
C 10.688 13.218 10.698
C 11.971 12.381 11.001
C 10.489 14.233 11.860
C 10.931 14.020 9.360
H 10.752 10.746 9.307
H 6.473 11.162 9.713
H 7.163 10.695 6.988
H 7.964 9.329 6.114
H 8.796 10.773 6.586
H 6.171 9.158 8.358
H 7.040 7.888 9.313
H 6.982 7.835 7.544
H 10.421 9.063 7.929
H 9.492 7.733 7.315
H 9.581 7.962 9.134
H 7.297 14.464 8.969
H 8.469 15.104 9.916
H 6.669 15.532 10.331
H 5.374 12.939 9.721
H 5.062 14.092 11.049
H 5.508 12.432 11.406
H 8.172 14.301 12.768
H 6.940 12.931 12.972
H 6.395 14.598 12.606
H 11.816 11.619 11.795
H 12.762 13.044 11.461
H 12.362 11.882 10.067
H 10.438 13.782 12.835
H 9.640 14.895 11.758
H 11.392 14.833 11.967
H 11.083 13.413 8.547
H 11.866 14.528 9.525
H 10.250 14.895 9.140
N 11.551 8.608 10.548
C 11.626 8.382 11.817
N 12.493 7.482 12.295
C 12.523 7.333 13.624
N 13.334 6.456 14.196
N 11.834 8.102 14.459
C 11.038 9.005 13.928
N 10.829 9.185 12.608
C 10.611 10.110 14.745
C 11.048 10.184 16.090
C 10.642 11.278 16.849
C 9.734 12.193 16.319
C 9.240 11.959 15.057
N 9.655 10.979 14.285
H 12.145 8.101 9.975
H 10.834 9.134 10.155
H 13.983 5.903 13.612
H 13.374 6.299 15.203
H 11.706 9.506 16.495
H 11.028 11.403 17.899
H 9.385 13.041 16.908
H 8.373 12.568 14.648
C 4.858 9.979 14.824
O 5.070 9.053 13.739
C 6.269 9.192 13.194
O 7.036 10.168 13.302
N 6.636 8.101 12.499
N 7.903 8.092 11.948
H 3.821 9.753 15.125
H 4.837 11.012 14.491
H 5.567 9.732 15.648
H 5.884 7.374 12.435
H 7.795 7.965 10.964
H 8.421 7.248 12.285

**Orbital gap (alpha / beta)**: 7.04 / 7.05 eV
**HOMO level (alpha / beta)**: -13.49 / -13.48 eV
**E_LUMO (alpha / beta)**: -0.237 / -0.236 Ha
**<S²>**: 3.75
**Net charge**: +2
**2S+1**: 4

Here are the Löwdin charges for atoms 1 to 8, given in e: 1.5462 -0.1344 -0.2507 -0.2112 -0.0710 -0.2252 -0.5825 -0.0289

Here is the molecule C23H30N2O2 from the Open Molecules 2025 dataset. Energies are from ωB97M-V/def2-TZVPD.

Positions of all 57 atoms, in Å:
C 2.154 3.253 -1.784
C 1.865 2.515 -3.090
C 2.196 3.425 -4.272
C 2.678 1.200 -3.202
N 2.112 -0.029 -2.709
C 1.154 -0.730 -3.520
C -0.340 -0.429 -3.270
C -0.895 -1.194 -2.086
O -1.754 -2.048 -2.227
N -0.377 -0.893 -0.873
C -0.851 -1.647 0.281
C -1.864 -0.835 1.102
O -1.292 0.369 1.567
C -2.068 1.229 2.286
C -3.396 1.008 2.631
C -4.079 1.957 3.375
C -3.456 3.122 3.781
C -2.131 3.342 3.436
C -1.441 2.406 2.695
C 0.318 -2.215 1.050
C 0.726 -1.741 2.288
C 1.826 -2.296 2.922
C 2.532 -3.324 2.326
C 2.132 -3.803 1.089
C 1.032 -3.253 0.459
C 0.627 0.130 -0.670
C 1.989 -0.238 -1.293
H 1.541 4.148 -1.710
H 3.200 3.554 -1.751
H 1.952 2.629 -0.918
H 0.798 2.280 -3.136
H 3.262 3.643 -4.293
H 1.657 4.367 -4.192
H 1.921 2.955 -5.213
H 3.635 1.345 -2.688
H 2.904 1.028 -4.258
H 1.381 -0.510 -4.566
H 1.307 -1.807 -3.366
H -0.501 0.641 -3.134
H -0.912 -0.751 -4.141
H -1.423 -2.483 -0.148
H -2.723 -0.614 0.453
H -2.205 -1.452 1.945
H -3.908 0.108 2.329
H -5.110 1.775 3.638
H -3.996 3.854 4.362
H -1.634 4.249 3.747
H -0.409 2.562 2.419
H 0.193 -0.933 2.765
H 2.131 -1.919 3.888
H 3.390 -3.754 2.823
H 2.677 -4.608 0.617
H 0.714 -3.630 -0.503
H 0.751 0.248 0.405
H 0.269 1.081 -1.075
H 2.774 0.337 -0.797
H 2.171 -1.301 -1.085

**SMILES string**: CC(C)CN1CCC(=O)N([C@H](COc2ccccc2)c2ccccc2)CC1
**Orbital gap**: 8.73 eV
**HOMO level**: -7.97 eV
**E_LUMO**: 0.028 Ha
**Relative energy (zero: lowest compared OMol25 entry of this formula, charge and spin)**: 41.4 kcal per mole

Here are the Löwdin charges for atoms 1 to 8, given in e: -0.0764 -0.4090 -0.0842 -0.1688 -0.1841 -0.1586 -0.0631 -0.4567

Here is a 7-piece molecular cluster, C25H57F4N2O6 overall from the Open Molecules 2025 dataset. Energies are from ωB97M-V/def2-TZVPD.

Positions of all 94 atoms, in Å:
C 1.436 -0.632 1.564
C 2.700 -0.899 2.389
C 2.905 0.175 3.416
N 2.024 1.052 3.858
C 2.661 1.841 4.803
C 3.912 1.472 4.940
N 4.050 0.392 4.048
C 5.318 -0.308 3.946
F 6.295 0.453 4.424
F 5.612 -0.621 2.689
C 5.295 -1.574 4.861
F 4.136 -2.241 4.706
F 5.321 -1.112 6.121
H 1.147 -1.491 0.962
H 0.577 -0.340 2.168
H 1.667 0.196 0.893
H 2.731 -1.896 2.827
H 3.536 -0.835 1.693
H 1.049 1.155 3.594
H 2.144 2.636 5.313
H 4.649 1.897 5.593
H 6.127 -2.251 4.660
C -2.867 1.240 1.270
C -2.181 2.010 2.383
C -1.947 3.460 1.995
O -0.920 1.386 2.697
H -2.252 1.234 0.366
H -3.019 0.200 1.560
H -3.832 1.676 1.025
H -2.786 1.966 3.289
H -1.302 3.523 1.113
H -1.446 3.999 2.800
H -2.888 3.963 1.772
H -0.382 1.423 1.895
C -6.634 1.115 -2.741
C -5.935 1.880 -1.630
C -5.708 3.333 -2.018
O -4.679 1.261 -1.327
H -6.028 1.112 -3.651
H -6.784 0.074 -2.453
H -7.603 1.553 -2.977
H -6.534 1.833 -0.719
H -5.070 3.399 -2.903
H -5.200 3.870 -1.215
H -6.651 3.837 -2.231
H -4.138 1.294 -2.123
C 3.508 3.145 -1.869
C 2.234 2.356 -1.617
C 1.040 2.995 -2.306
O 1.988 2.274 -0.204
H 3.417 4.161 -1.475
H 4.353 2.677 -1.361
H 3.731 3.203 -2.934
H 2.361 1.334 -1.973
H 0.870 4.007 -1.927
H 0.132 2.422 -2.110
H 1.190 3.050 -3.384
H 1.875 3.170 0.130
C 6.631 -0.845 -2.538
C 5.547 -0.097 -1.777
C 5.447 -0.579 -0.338
O 4.289 -0.271 -2.429
H 6.408 -1.915 -2.574
H 6.685 -0.493 -3.568
H 7.608 -0.709 -2.072
H 5.761 0.972 -1.791
H 5.186 -1.642 -0.303
H 4.660 -0.035 0.190
H 6.389 -0.435 0.194
H 4.081 -1.212 -2.430
C -9.144 -1.818 -3.873
C -9.768 -0.439 -4.033
C -11.164 -0.531 -4.631
O -8.939 0.373 -4.865
H -9.045 -2.310 -4.844
H -8.142 -1.738 -3.450
H -9.748 -2.452 -3.222
H -9.818 0.056 -3.062
H -11.127 -0.984 -5.626
H -11.597 0.463 -4.746
H -11.826 -1.129 -4.002
H -8.884 -0.049 -5.729
C 4.730 -5.689 0.583
C 3.593 -4.878 1.184
C 3.362 -5.242 2.644
O 2.396 -5.095 0.441
H 4.498 -6.757 0.612
H 4.879 -5.422 -0.464
H 5.665 -5.523 1.121
H 3.822 -3.812 1.104
H 3.086 -6.295 2.739
H 2.539 -4.658 3.060
H 4.255 -5.063 3.245
H 2.176 -6.031 0.498

**Orbital gap**: 9.03 eV
**HOMO level**: -11.40 eV
**E_LUMO**: -0.087 Ha
**Net charge**: +1

Here are the Löwdin charges for atoms 1 to 8, given in e: -0.0452 -0.1078 -0.1755 0.2118 -0.0175 0.0291 0.1217 -0.4551

| no. | energy (Eh) |
| --- | --- |
| 1 | -437.0248 |
| 2 | -1624.2069 |
| 3 | -267.8591 |
| 4 | -2657.8631 |
| 5 | -1154.4165 |
| 6 | -1946.9487 |